ORCA calculation (the ωB97M-V functional and the def2-TZVPD basis) on a molecular structure, C25H41F5P2V.

Last column: Mulliken charge in e.
Element x y z (Å)
H  -2.8289  -0.3240  -2.7918  0.324
H  2.9814  -1.9718  3.4338  0.361
H  0.6945  0.9132  5.0493  0.433
C  0.3612  -1.9765  1.6495  0.402
H  -0.1854  -3.7587  0.5847  0.524
H  -2.1566  -3.1956  1.2815  0.414
H  3.8407  -0.5925  0.0809  0.493
C  -1.8118  -0.3708  4.2429  -2.414
H  -3.0914  -1.8635  2.0035  0.396
F  -2.1081  1.7505  1.8819  -0.333
H  -1.2682  -2.1930  -2.1186  0.109
C  0.9449  2.1891  -3.5238  -1.445
H  1.1714  -3.9459  1.7069  0.387
F  1.2744  2.6416  2.6642  -0.276
H  1.4402  -0.6809  5.2847  0.425
C  -0.5800  2.0686  -3.7868  -1.300
H  -2.8134  -2.4221  -1.2206  0.441
C  0.3760  -0.6383  -4.2942  -1.252
H  -3.7300  1.2804  -1.5815  0.567
C  1.2932  0.1351  4.5580  -2.173
F  -0.9053  2.9004  0.4141  -0.291
H  3.3759  -0.5308  2.4791  0.393
H  -3.3574  1.4986  0.1664  0.277
C  0.6069  -0.3785  3.3502  1.409
H  1.4167  -3.0973  0.1710  0.231
H  2.1174  3.1118  0.6377  0.271
C  -1.7487  0.0201  -2.8332  0.176
H  1.6718  -1.1291  -2.6109  0.490
C  -1.1218  -0.7773  -4.0418  -0.949
H  -2.8239  -0.4488  3.8223  0.434
H  2.1499  3.0695  -1.1551  0.276
V  -0.1971  -0.1075  0.7469  -0.604
P  -2.0627  -0.2774  -0.9080  1.597
H  3.5901  2.5312  -0.2014  0.482
H  0.7112  -1.6076  -4.6687  0.461
C  1.5600  1.0190  -2.8434  -0.584
C  -3.5050  0.7559  -0.6309  -1.401
H  -1.2037  -2.5509  -0.3838  -0.694
C  -0.7785  -0.6321  3.2035  0.167
H  1.4216  2.4199  -4.4888  0.570
C  0.4783  0.6099  -0.9829  -0.717
C  2.4893  2.5618  -0.2347  -1.162
C  -1.7859  -2.0380  -1.1593  -0.286
H  -0.7399  1.6600  -4.7855  0.261
H  2.2628  0.5695  4.3194  0.370
C  -0.7639  1.9508  1.4285  0.546
C  0.7063  -3.2582  0.9855  -2.051
H  -1.7231  -1.0969  5.0696  0.367
H  3.5367  -0.2045  -1.6358  0.522
H  -1.5965  -0.4725  -4.9892  0.457
H  -4.3068  0.0498  -0.3659  0.465
H  -1.8465  2.0195  -1.9837  0.629
H  1.1336  3.0634  -2.8907  0.028
H  0.5563  0.0264  -5.1463  0.426
H  -1.7131  0.6339  4.6579  0.400
H  -0.9531  3.0897  -3.8629  0.591
C  -1.3617  1.3879  -2.7429  -0.839
C  -0.9539  -1.6400  2.1851  1.575
H  3.1336  -2.0930  1.6671  0.482
H  -2.2975  -3.0720  3.0412  0.384
H  -1.4020  -1.8273  -3.9518  0.472
C  1.3153  -1.1456  2.3679  1.227
C  3.0708  -0.4799  -0.6870  -1.142
F  -0.5550  2.2674  3.8140  -0.208
H  0.1856  -0.2917  -1.6387  -0.005
H  0.0202  1.5859  -1.2172  0.957
C  1.2249  -0.2913  -3.1484  -0.136
H  2.4651  1.3361  -2.2795  1.623
H  2.5439  -1.4360  -0.8078  0.050
C  2.7693  -1.4538  2.4787  -1.988
P  2.0115  0.8529  -0.1588  0.892
C  -2.1839  -2.4874  2.1111  -1.900
C  -0.0918  2.7291  2.6203  0.203
F  -0.3505  4.0599  2.5932  -0.291

Results
LUMO energy (spin up / spin down) = -3.1 / -2.9 eV
highest occupied orbital energy (spin up / spin down) = -0.35404 / -0.36950 Ha
charge = +1
multiplicity = 3
Kohn-Sham gap (spin up / spin down) = 6.5250 / 7.1133 eV
energy relative to the best compared isomer or geometry (same formula, charge and spin) = 0.00 kJ/mol

ORCA calculation (the ωB97M-V functional and the def2-TZVPD basis) on a molecular structure, C25H41FGeN2SiZn.

Last column: Mulliken charge in e.
Element x y z (Å)
H  -1.0228  -0.1728  -1.9911  -0.418
C  -2.9683  2.8711  -1.7560  -1.146
H  0.4788  -0.2371  -4.6304  0.420
H  -2.9640  -0.1800  -1.0296  0.368
H  0.6950  -3.1075  0.8309  -0.294
C  1.0986  -1.6057  -3.1549  0.207
H  2.8785  -4.9867  -2.4975  0.225
H  -1.1746  -3.0322  2.1871  0.234
H  2.9782  -1.8122  0.5680  0.020
C  1.3341  -1.9706  -1.7593  1.018
H  0.5987  -4.7703  0.2250  0.336
C  2.3658  -4.0430  -2.6921  -0.591
H  3.7170  -3.1744  1.4491  0.408
C  -3.0390  3.0166  1.2528  -1.079
C  0.4796  -0.2743  -3.5312  0.429
H  -2.7644  4.0711  1.2803  0.379
C  2.5309  3.9459  0.1021  -0.706
H  2.3126  -4.3344  -4.8490  0.271
H  3.5855  3.7070  0.1582  0.404
H  2.7561  6.0877  0.2601  0.335
C  -0.1282  -1.5601  5.0904  -1.406
C  0.6982  5.4605  0.0720  -1.028
H  -2.7288  3.9345  -1.8146  0.312
C  0.2358  3.0350  -0.0858  0.732
H  -2.5934  -2.0295  1.8890  0.402
H  -1.5626  -0.9993  -3.4505  0.460
H  0.5940  -2.3264  4.8043  0.345
H  2.9755  -4.6915  -0.3973  0.355
C  0.2423  0.0843  2.3369  -1.173
C  1.4393  -2.4581  -4.1925  -0.567
H  -2.0804  1.2868  4.4733  0.353
F  2.1676  1.6511  -0.0841  -0.320
H  0.2822  1.1363  2.6464  0.436
N  -0.5820  1.9606  -0.1784  0.122
C  1.6464  2.9061  -0.0259  0.387
Si  -2.2808  2.0703  -0.1950  0.108
C  2.0478  -3.2473  -1.6119  0.731
H  1.2296  -0.3465  2.5529  0.411
H  -2.5412  2.3853  -2.6353  0.234
H  -1.4313  0.7755  -3.4358  0.245
H  -0.8639  -2.0085  5.7628  0.355
H  1.5970  -4.4143  1.6495  0.486
Ge  -0.9886  -0.8230  3.4731  0.390
C  2.0666  5.2600  0.1567  -0.414
N  1.0040  -1.2943  -0.6955  -0.288
H  -2.7149  2.5762  2.1950  0.148
C  3.4405  -2.7929  0.4590  -1.402
C  1.3009  0.9240  -3.0544  -1.489
H  -4.1301  2.9515  1.2031  0.336
H  2.3017  0.8912  -3.4929  0.497
C  1.2590  -4.0273  0.6804  -1.048
H  -4.0562  2.7640  -1.7972  0.344
C  -0.9749  -0.1560  -3.0784  -0.896
C  -1.8951  -2.3632  2.6581  -1.131
C  -3.0316  0.3570  -0.0837  -0.504
H  0.2945  6.4673  0.0959  0.365
C  -0.1787  4.3915  -0.0485  -0.373
H  -2.5338  -0.2511  0.6755  -0.451
H  -2.4510  -2.9171  3.4193  0.443
H  -1.2363  4.6003  -0.1248  0.130
H  -2.9254  -0.1786  5.0110  0.398
H  0.4078  -0.7752  5.6268  0.390
C  2.4533  -3.7366  -0.2338  0.310
Zn  0.2272  0.0434  0.2967  0.297
H  -3.2048  0.4638  3.3882  0.406
H  0.8249  1.8680  -3.3432  0.344
C  2.0604  -3.6932  -4.0120  -1.293
H  1.4097  0.9142  -1.9716  -0.080
C  -2.4482  0.3095  4.1578  -1.324
H  1.2154  -2.1267  -5.2079  0.245
H  -4.0867  0.4372  0.1908  0.473
H  4.3511  -2.6868  -0.1365  0.384

Results
LUMO energy = 4.8 eV
highest occupied orbital energy = 0.01870 Ha
charge = -2
Kohn-Sham gap = 4.2707 eV
energy relative to the best compared isomer or geometry (same formula, charge and spin) = 21.06 kJ/mol

ORCA calculation (the ωB97M-V functional and the def2-TZVPD basis) on a molecular structure, C25H41IN5OSSi3Yb.

Last column: Mulliken charge in e.
Element x y z (Å)
N  0.2593  -2.7836  -2.3440  0.797
C  -1.6169  -2.3498  -3.8116  -0.786
C  3.4487  -3.8230  -1.0810  -0.773
C  -0.7037  -1.8855  -2.8792  0.023
H  3.0343  -1.3786  2.2456  0.550
N  2.0877  -3.6597  -1.6024  0.232
N  3.7894  2.5502  -1.8167  -0.215
O  1.6611  1.8919  -2.1751  -0.519
N  -0.0017  2.9700  0.0743  0.627
C  0.0520  -4.1626  -2.2541  -0.438
H  2.5293  1.5167  -4.5527  0.341
C  -0.7779  -3.0122  0.9764  -0.572
C  -1.6897  1.8634  3.8106  -1.343
I  4.8129  2.8392  -4.8904  0.136
H  1.5696  -0.6647  4.8190  0.407
H  3.7032  2.4558  -0.8166  0.146
C  -0.3686  5.4814  1.1840  -0.464
H  -3.3092  -1.8313  -5.0129  0.457
H  -0.3001  -3.4379  1.8638  0.479
H  -0.5133  6.4616  1.6208  0.477
H  0.9814  3.9228  -1.4736  0.519
H  -0.0721  -0.0071  4.8033  0.352
C  -3.2385  1.7683  1.1905  -1.323
H  2.1401  -1.5440  0.7414  0.086
H  -3.3187  0.5505  -4.2138  0.499
H  4.6793  2.8320  -2.2048  0.086
H  -3.2703  -2.6413  2.9934  0.410
C  2.7704  2.2762  -2.6078  0.768
C  1.1876  -4.6955  -1.7885  -0.673
H  1.7376  -2.5691  2.1146  0.371
H  1.4183  2.2373  2.6396  0.278
N  -0.7101  -0.6333  -2.4444  0.481
H  0.7091  6.1917  -0.5499  0.447
C  -2.6929  -1.7118  2.9877  -0.962
Si  -1.7935  -1.4786  1.3768  -0.189
C  2.8880  2.4347  -4.0962  -1.008
C  -0.6771  3.0901  1.2474  0.399
H  4.1171  -3.1368  -1.5907  0.360
C  1.5258  -2.4872  -1.9248  -0.137
H  -1.4122  4.4384  2.7395  0.382
C  0.6117  -0.6844  4.2914  -1.118
H  2.2343  1.4884  1.2658  0.191
C  -0.6471  0.0214  1.4403  2.359
C  -1.6388  0.2003  -2.9382  -0.223
C  -2.5812  -1.4827  -4.2924  -0.687
H  -1.9968  -1.7429  3.8295  0.260
C  1.9211  1.3233  2.3150  -0.895
H  -3.6073  2.7684  1.4362  0.420
H  1.4319  -5.7203  -1.5666  0.483
H  3.7638  -4.8454  -1.2681  0.341
H  -1.4175  -3.7915  0.5480  0.440
H  -1.6081  1.2250  -2.5685  0.507
H  -2.6131  -1.7050  -0.9671  0.162
H  -2.0861  0.9904  4.3362  0.403
Si  0.8768  -0.2497  2.5096  -0.321
C  -2.5950  -0.1661  -3.8525  -0.945
C  -3.0564  -1.4066  -0.0128  -0.929
H  2.8537  1.2308  2.8790  0.559
H  -3.5374  -0.4376  -0.1434  0.330
H  3.4659  -3.6183  -0.0125  0.281
H  0.0151  -2.7843  0.2573  -0.246
H  -3.1850  1.6976  0.1004  0.340
C  0.3107  5.3382  -0.0183  -1.120
H  -1.5703  -3.3668  -4.1729  0.575
C  2.0383  -1.5594  1.8276  -0.907
H  2.2367  3.2490  -4.4048  0.430
S  2.3079  -0.9747  -1.8559  -0.543
H  -0.7172  2.1057  4.2494  0.443
C  0.4687  4.0738  -0.5360  -0.210
H  -3.3959  -0.8909  3.1682  0.269
C  -0.8678  4.3507  1.8078  -0.764
H  0.2111  -1.6982  4.3758  0.342
H  -3.9806  1.0463  1.5417  0.393
H  -3.8519  -2.1293  0.2015  0.508
H  -2.3689  2.6967  4.0102  0.446
Si  -1.5587  1.5456  1.9842  -0.847
Yb  0.3845  0.6551  -0.5762  0.103
H  -0.8870  -4.6313  -2.4865  0.466

Results
LUMO energy (spin up / spin down) = -5.5 / -6.4 eV
highest occupied orbital energy (spin up / spin down) = -0.50164 / -0.50172 Ha
charge = +2
multiplicity = 2
Kohn-Sham gap (spin up / spin down) = 8.1246 / 7.2184 eV
energy relative to the best compared isomer or geometry (same formula, charge and spin) = 0.00 kJ/mol

Taking the records one at a time from the top gives E values of -3102.6769; -5332.3551; -4049.0443 hartree.